268
Properties=species:S:1:pos:R:3 method="wB97M-V/def2-TZVPD" total_charge=+4 homo_lumo_gap_ev=4.17 e_tot_ha=-4876.6012
C 14.816 -23.248 2.612
N 16.303 -23.137 2.903
C 16.963 -22.818 1.520
C 16.644 -22.019 3.932
C 16.854 -24.503 3.392
C 16.486 -24.939 4.833
O 15.097 -25.206 4.928
H 14.641 -24.175 2.066
H 14.469 -22.411 2.006
H 14.225 -23.114 3.518
H 16.785 -23.719 0.933
H 18.041 -22.675 1.597
H 16.467 -21.923 1.143
H 16.065 -21.159 3.598
H 17.712 -21.818 4.022
H 16.227 -22.218 4.919
H 17.938 -24.489 3.278
H 16.705 -25.318 2.684
H 16.830 -24.334 5.672
H 17.004 -25.896 4.892
H 14.987 -26.026 4.441
C 11.261 -27.630 6.603
N 12.440 -28.490 6.888
C 13.719 -27.610 6.775
C 12.285 -28.990 8.352
C 12.362 -29.627 5.874
C 13.730 -30.409 5.844
O 14.126 -30.949 7.044
H 10.418 -28.321 6.620
H 11.468 -27.206 5.621
H 11.174 -26.802 7.308
H 13.969 -27.408 5.733
H 14.517 -28.176 7.255
H 13.476 -26.670 7.271
H 13.254 -29.410 8.620
H 11.511 -29.737 8.532
H 12.086 -28.186 9.060
H 12.429 -29.093 4.927
H 11.411 -30.159 5.925
H 14.408 -29.670 5.418
H 13.851 -31.216 5.120
H 14.341 -31.842 6.765
C 18.336 -29.556 8.429
C 17.770 -30.871 7.942
C 18.209 -32.190 8.676
N 17.377 -33.417 8.243
C 17.427 -33.546 6.684
C 15.955 -33.454 8.810
C 15.552 -34.907 8.961
C 16.782 -35.566 9.499
C 18.007 -34.645 9.001
H 17.826 -29.177 9.314
H 18.292 -28.729 7.720
H 19.365 -29.773 8.717
H 18.284 -30.952 6.984
H 16.732 -30.963 7.622
H 18.080 -32.046 9.748
H 19.256 -32.316 8.398
H 17.102 -34.533 6.357
H 18.470 -33.405 6.400
H 16.821 -32.777 6.205
H 15.314 -32.806 8.211
H 16.064 -33.135 9.847
H 15.370 -35.350 7.982
H 14.645 -35.161 9.509
H 16.904 -36.605 9.193
H 16.678 -35.526 10.584
H 18.652 -35.134 8.271
H 18.688 -34.169 9.706
C 16.205 -29.976 12.605
C 17.154 -31.024 13.052
C 17.007 -31.325 14.511
N 18.186 -32.256 15.025
C 18.185 -33.657 14.199
C 18.056 -32.611 16.548
C 18.817 -31.556 17.296
C 19.573 -30.603 16.324
C 19.549 -31.491 14.996
H 16.440 -29.101 13.210
H 15.129 -30.117 12.709
H 16.449 -29.686 11.583
H 18.163 -30.913 12.657
H 16.920 -31.964 12.553
H 16.096 -31.923 14.524
H 17.058 -30.438 15.142
H 18.987 -34.283 14.592
H 18.314 -33.517 13.126
H 17.271 -34.230 14.357
H 18.485 -33.598 16.722
H 17.011 -32.622 16.857
H 19.531 -32.001 17.990
H 18.090 -31.058 17.938
H 20.584 -30.464 16.707
H 19.054 -29.653 16.195
H 20.088 -32.424 15.159
H 19.836 -31.136 14.006
C 15.011 -21.950 8.144
C 14.894 -22.062 9.678
C 14.625 -23.529 10.104
N 15.769 -24.624 9.979
C 16.961 -24.251 10.909
C 15.291 -26.068 10.195
C 16.347 -27.057 9.598
C 16.942 -26.239 8.457
C 16.372 -24.785 8.564
H 16.023 -22.220 7.843
H 14.980 -20.929 7.764
H 14.347 -22.475 7.458
H 13.952 -21.575 9.929
H 15.673 -21.484 10.176
H 13.992 -23.944 9.319
H 14.031 -23.612 11.015
H 16.714 -24.447 11.952
H 17.306 -23.268 10.588
H 17.718 -25.008 10.708
H 15.227 -26.258 11.266
H 14.359 -26.089 9.631
H 17.100 -27.460 10.275
H 15.769 -27.911 9.244
H 18.031 -26.291 8.460
H 16.721 -26.655 7.474
H 17.141 -24.073 8.263
H 15.563 -24.613 7.855
C 4.600 -26.685 4.620
C 4.939 -26.581 6.054
N 6.164 -25.624 6.336
C 5.704 -24.274 5.813
C 6.358 -25.602 7.940
C 7.036 -26.891 8.491
C 7.493 -26.006 5.545
C 8.767 -25.336 5.987
O 8.661 -23.902 5.758
C 9.886 -23.254 6.093
H 4.015 -25.860 4.214
H 3.951 -27.554 4.507
H 5.520 -26.936 4.092
H 5.197 -27.586 6.390
H 4.106 -26.273 6.685
H 4.762 -23.961 6.265
H 5.836 -24.271 4.731
H 6.386 -23.536 6.237
H 5.343 -25.567 8.334
H 6.865 -24.662 8.155
H 8.056 -27.006 8.124
H 6.611 -27.879 8.313
H 7.055 -26.907 9.581
H 7.359 -25.798 4.483
H 7.573 -27.079 5.720
H 9.423 -25.664 5.180
H 9.107 -25.709 6.953
H 9.943 -22.275 5.617
H 10.759 -23.779 5.706
H 9.982 -23.113 7.170
C 20.025 -29.499 -0.133
C 19.807 -30.205 1.270
N 19.559 -29.244 2.507
C 18.097 -28.775 2.463
C 19.808 -30.096 3.781
C 19.165 -31.481 3.859
C 20.612 -28.053 2.479
C 20.957 -27.433 3.785
O 19.817 -26.818 4.392
C 19.859 -26.601 5.793
H 20.518 -30.136 -0.868
H 20.477 -28.507 -0.107
H 19.083 -29.111 -0.520
H 20.756 -30.725 1.403
H 18.918 -30.820 1.129
H 17.978 -28.389 1.451
H 17.877 -27.976 3.171
H 17.501 -29.673 2.628
H 19.541 -29.485 4.643
H 20.894 -30.060 3.874
H 19.305 -31.898 4.856
H 19.784 -32.184 3.302
H 18.100 -31.518 3.630
H 20.194 -27.284 1.829
H 21.427 -28.542 1.946
H 21.648 -26.640 3.499
H 21.437 -28.117 4.486
H 20.287 -25.679 6.187
H 20.353 -27.417 6.319
H 18.836 -26.618 6.171
C 20.817 -16.157 6.211
C 20.450 -17.583 5.863
N 18.912 -17.822 6.017
C 18.644 -19.283 5.614
C 18.357 -17.511 7.454
C 19.316 -18.024 8.635
C 18.307 -16.928 4.845
C 16.839 -17.149 4.511
O 15.986 -16.900 5.583
C 14.616 -16.783 5.247
H 20.364 -15.386 5.588
H 21.897 -16.075 6.336
H 20.401 -15.848 7.169
H 20.961 -18.308 6.497
H 20.704 -17.779 4.822
H 17.630 -19.613 5.841
H 19.286 -19.782 6.340
H 19.029 -19.330 4.596
H 17.477 -18.142 7.579
H 18.123 -16.447 7.495
H 18.747 -17.841 9.546
H 20.321 -17.620 8.755
H 19.479 -19.099 8.720
H 18.865 -17.152 3.935
H 18.385 -15.878 5.126
H 16.600 -18.062 3.965
H 16.600 -16.311 3.856
H 14.219 -17.688 4.788
H 14.482 -15.966 4.538
H 14.023 -16.654 6.153
C 20.516 -26.465 10.202
C 21.579 -26.536 11.321
N 22.501 -25.326 11.474
C 23.427 -25.430 10.281
C 21.756 -23.970 11.450
C 20.662 -23.968 12.546
C 23.423 -25.413 12.711
C 24.062 -26.759 12.970
O 23.117 -27.664 13.580
C 23.732 -28.866 14.177
H 19.899 -25.573 10.316
H 19.853 -27.329 10.162
H 21.003 -26.464 9.227
H 22.163 -27.439 11.140
H 21.048 -26.751 12.248
H 23.847 -26.413 10.071
H 24.247 -24.713 10.328
H 22.882 -25.218 9.362
H 21.274 -23.852 10.480
H 22.522 -23.195 11.468
H 20.201 -22.982 12.602
H 20.961 -24.204 13.568
H 19.854 -24.691 12.439
H 22.815 -25.142 13.575
H 24.176 -24.649 12.519
H 24.894 -26.551 13.643
H 24.418 -27.283 12.083
H 24.311 -29.297 13.360
H 22.950 -29.544 14.519
H 24.385 -28.553 14.991
O 20.851 -22.063 7.242
C 19.806 -22.902 7.278
O 19.679 -23.701 8.237
O 18.959 -22.624 6.442
H 21.302 -22.215 8.076
O 13.432 -28.819 2.219
C 13.642 -27.693 2.900
O 12.690 -27.016 3.357
O 14.804 -27.469 3.221
H 14.356 -29.078 2.177
O 11.459 -26.274 11.041
C 11.512 -25.154 10.363
O 11.712 -25.230 9.140
O 11.544 -24.136 11.006
H 11.413 -25.747 11.842
O 11.952 -21.505 3.746
C 12.128 -20.353 3.204
O 13.258 -20.168 2.743
O 11.087 -19.646 3.164
H 11.066 -21.153 3.857
O 19.034 -28.211 14.289
C 18.118 -27.247 14.371
O 17.987 -26.566 13.349
O 17.668 -26.994 15.494
H 18.983 -28.103 13.337